The following is a quantum chemistry calculation of a structure of composition C28H18CuN7O2Se, from the OMol25 dataset.

The geometry in ORCA input format:
```
! wB97M-V def2-TZVPD RIJCOSX def2/J DEFGRID3
* xyz 0 1
Cu -0.64 -1.94 0.26
C 5.02 6.73 0.70
O 4.20 5.99 -0.18
C 2.88 5.88 0.15
C 2.10 5.14 -0.73
C 0.75 4.95 -0.47
C 0.16 5.53 0.66
C 0.93 6.31 1.49
C 2.30 6.47 1.26
N -1.27 5.47 0.88
N -1.91 4.40 0.96
C -1.29 3.11 1.14
C -0.32 2.82 2.08
C 0.17 1.53 2.29
C -0.25 0.45 1.50
O 0.21 -0.74 1.62
C -1.28 0.75 0.52
N -1.68 -0.30 -0.27
C -2.61 -0.10 -1.18
C -3.23 1.15 -1.37
C -2.84 2.21 -0.60
C -1.83 2.04 0.37
H 6.02 6.71 0.28
H 5.05 6.29 1.70
H 4.69 7.77 0.78
H 2.56 4.70 -1.60
H 0.15 4.37 -1.15
H 0.47 6.78 2.35
H 2.88 7.06 1.95
H 0.04 3.62 2.71
H 0.91 1.35 3.05
H -2.88 -0.95 -1.79
H -4.00 1.26 -2.12
H -3.30 3.19 -0.71
Se -0.42 -9.19 -1.90
N -1.37 -8.32 -0.67
C -1.00 -7.07 -0.73
C -1.55 -6.02 0.12
C -2.52 -6.27 1.09
C -2.98 -5.22 1.85
C -2.46 -3.95 1.63
N -1.53 -3.70 0.72
C -1.07 -4.72 -0.03
C -0.03 -4.40 -1.03
N 0.37 -3.11 -1.09
C 1.30 -2.78 -1.98
C 1.89 -3.70 -2.84
C 1.49 -5.02 -2.78
C 0.51 -5.38 -1.85
C 0.02 -6.75 -1.72
N 0.46 -7.74 -2.44
H -2.90 -7.28 1.22
H -3.74 -5.37 2.61
H -2.79 -3.10 2.21
H 1.59 -1.74 -1.99
H 2.65 -3.38 -3.54
H 1.92 -5.78 -3.42
*
```

Output
- HOMO (eV) = -6.411
- orbital gap (eV) = 5.30
- calculated total energy (eV) = -153839.316
- M (g/mol) = 627.0